{
  "formula": "C3H10OS2",
  "method": "wB97M-V/def2-TZVPD",
  "multiplicity": 2,
  "homo_energy_ev": [-12.01, -12.01],
  "homo_lumo_gap_ev": [6.66, 3.70],
  "charge": 1,
  "symbols": ["C", "S", "S", "H", "H", "H", "H", "C", "O", "C", "H", "H", "H", "H", "H", "H"],
  "xyz": [[-5.931743, -2.250772, -0.105228], [-4.222876, -1.721258, -0.079369], [-3.826757, -0.741847, -1.850514], [-5.862475, -3.355769, 0.051437], [-6.464670, -1.897417, 0.694359], [-6.378852, -2.092380, -1.068293], [-2.428360, -0.815397, -1.822069], [3.511024, 1.103497, 0.636941], [2.855797, 1.130232, -0.710573], [4.867654, 1.994001, 0.754792], [3.768359, 0.044079, 0.820755], [2.670504, 1.473085, 1.254146], [2.278172, 0.384317, -0.809116], [5.718611, 1.276359, 0.949177], [4.655002, 2.805013, 1.522103], [4.790611, 2.664257, -0.238546]],
  "forces_ev_per_a": [[1.48, -2.23, -1.98], [1.01, 0.61, -0.67], [0.11, -0.71, 0.82], [0.10, 0.66, -0.21], [-1.21, 1.46, 1.92], [-0.36, 0.28, -0.31], [-1.14, -0.05, 0.42], [-0.24, 0.11, -0.88], [1.74, 1.10, 0.58], [-3.17, 0.91, -1.65], [-0.26, 0.55, 0.33], [0.95, -0.29, 0.45], [-0.19, -0.61, 0.25], [-0.71, 1.54, -0.50], [0.78, -1.41, -0.44], [1.10, -1.90, 1.88]]
}

{
  "formula": "C3H10OSSi",
  "method": "wB97M-V/def2-TZVPD",
  "homo_energy_ev": -8.79,
  "homo_lumo_gap_ev": 9.05,
  "symbols": ["C", "C", "C", "O", "Si", "S", "H", "H", "H", "H", "H", "H", "H", "H", "H", "H"],
  "xyz": [[-0.068818, -1.851936, -0.064662], [1.865918, 0.560571, 0.468630], [-0.951362, 0.081357, 0.626910], [0.121550, 2.358983, 1.133208], [-1.385545, 0.681791, -1.057993], [0.379271, 0.946375, 1.477039], [0.844415, -1.506237, 0.130183], [-0.441158, -1.728356, -1.148092], [-0.412589, -2.709807, 0.507452], [2.648287, 1.313910, 0.478125], [1.625964, 0.512978, -0.622365], [2.238319, -0.411103, 0.712898], [-1.624032, -0.174983, 1.353193], [-0.414472, 0.317624, -1.980781], [-1.971413, 2.006668, -0.789251], [-2.454334, -0.397834, -1.224494]],
  "forces_ev_per_a": [[-5.37, 2.19, -1.20], [-0.75, -0.19, -1.74], [4.54, -2.65, -1.96], [-0.31, 1.04, 0.03], [-2.96, -0.72, 2.12], [0.85, -0.27, -0.29], [3.53, 0.61, 0.35], [0.82, -0.72, 1.93], [-0.15, 0.30, -0.15], [-0.21, 0.24, 0.90], [-0.31, 0.04, 0.74], [0.54, -0.45, 0.47], [-2.02, -0.65, 1.51], [1.50, 0.23, -1.37], [0.15, 0.19, -0.87], [0.14, 0.81, -0.48]]
}

{
  "formula": "C3H10S",
  "method": "wB97M-V/def2-TZVPD",
  "smiles": "CCC.S",
  "homo_energy_ev": -9.82,
  "homo_lumo_gap_ev": 10.76,
  "symbols": ["C", "C", "C", "H", "H", "H", "H", "H", "H", "H", "H", "S", "H", "H"],
  "xyz": [[0.188654, -0.997393, -0.807621], [-0.047437, 0.492319, -1.021777], [-1.303377, 1.001504, -0.325466], [0.497272, -1.208873, 0.217079], [0.886606, -1.428450, -1.468481], [-0.725086, -1.576878, -0.961017], [-0.165346, 0.630187, -2.099921], [0.813428, 1.067820, -0.683153], [-1.597006, 1.968691, -0.733087], [-2.141296, 0.315420, -0.475745], [-1.188639, 1.096807, 0.754270], [2.010779, -0.040052, 2.753262], [0.696349, -0.006987, 2.505059], [2.075099, -1.314115, 2.346598]],
  "forces_ev_per_a": [[-1.03, 0.12, 1.11], [-0.23, -0.40, -0.23], [-0.20, -0.09, -0.08], [0.12, 0.00, 0.02], [1.15, -0.28, -0.78], [-0.19, 0.18, -0.02], [0.09, 0.28, 0.04], [0.12, 0.02, -0.15], [-0.01, 0.08, 0.15], [0.03, 0.02, -0.12], [0.16, 0.06, 0.05], [-0.05, -0.06, -0.03], [-0.04, 0.09, 0.02], [0.09, -0.01, 0.02]]
}

{
  "formula": "C3H10S2",
  "method": "wB97M-V/def2-TZVPD",
  "smiles": "CSSC.C",
  "homo_energy_ev": -7.89,
  "homo_lumo_gap_ev": 8.54,
  "symbols": ["C", "S", "S", "C", "H", "H", "H", "H", "H", "H", "C", "H", "H", "H", "H"],
  "xyz": [[-0.230249, -1.831099, 1.775643], [0.060550, -1.604883, 0.001366], [1.854216, -0.572626, 0.097421], [1.734254, 0.261295, -1.499450], [0.191044, -2.775129, 2.112918], [0.239232, -1.007235, 2.309594], [-1.304204, -1.797111, 1.933718], [0.962580, 1.021698, -1.452199], [2.709255, 0.700844, -1.680164], [1.501510, -0.460675, -2.278133], [-1.554729, 1.614072, -0.269952], [-2.513698, 2.106328, -0.124759], [-1.634355, 0.549909, -0.497154], [-0.990978, 1.693292, 0.656963], [-1.024431, 2.101325, -1.085816]],
  "forces_ev_per_a": [[0.19, 0.14, -0.17], [-0.07, -0.27, 0.00], [0.27, -0.08, 0.01], [-0.23, -0.12, 0.26], [-0.09, 0.02, 0.05], [-0.09, 0.03, 0.06], [-0.05, -0.10, 0.07], [0.01, 0.12, -0.11], [0.07, 0.09, -0.09], [0.10, 0.01, -0.08], [0.09, -0.10, 0.08], [-0.11, -0.18, -0.11], [-0.30, 0.23, -0.02], [0.17, 0.13, -0.02], [0.04, 0.10, 0.07]]
}

{
  "formula": "C3H10S2",
  "method": "wB97M-V/def2-TZVPD",
  "smiles": "CCS.CS",
  "homo_energy_ev": -8.95,
  "homo_lumo_gap_ev": 9.68,
  "symbols": ["C", "C", "S", "H", "H", "H", "H", "H", "H", "C", "S", "H", "H", "H", "H"],
  "xyz": [[-1.600660, -1.590228, -1.524673], [-0.458952, -0.701097, -0.923999], [0.450196, 0.355791, -2.131601], [-2.379446, -0.994170, -2.105107], [-1.199436, -2.037630, -2.500026], [-1.902023, -2.151762, -0.628624], [0.247438, -1.419456, -0.474880], [-0.812956, -0.206379, 0.002934], [-0.644172, 1.267526, -2.360319], [1.508493, 1.606783, 1.760448], [0.551076, 0.974763, 3.194343], [1.155324, 2.663191, 1.780852], [1.115584, 1.028673, 0.917824], [2.595166, 1.350619, 1.799069], [1.374368, -0.146623, 3.193758]],
  "forces_ev_per_a": [[0.99, 1.91, -2.14], [-0.46, -0.74, 0.22], [-2.07, 0.91, 0.48], [0.30, -0.29, 1.80], [-0.11, -0.71, 1.99], [-0.59, -0.54, -1.17], [0.28, 0.30, -0.62], [0.05, 0.47, -0.82], [1.61, -1.31, 0.30], [-0.79, -0.26, 0.05], [1.61, -1.45, -0.02], [1.10, -0.63, -0.75], [0.07, 0.72, -0.20], [-0.88, 0.96, 0.39], [-1.10, 0.67, 0.50]]
}

{
  "formula": "C3H10S2",
  "method": "wB97M-V/def2-TZVPD",
  "smiles": "CSS.CC",
  "homo_energy_ev": -8.89,
  "homo_lumo_gap_ev": 9.48,
  "symbols": ["C", "S", "S", "H", "H", "H", "H", "C", "C", "H", "H", "H", "H", "H", "H"],
  "xyz": [[0.092379, 3.644943, 0.493243], [-0.637429, 3.402339, 2.195330], [0.124330, 1.531290, 2.528159], [1.147916, 3.393183, 0.467871], [-0.499574, 3.006941, -0.155142], [0.041623, 4.726491, 0.343732], [1.414424, 1.856376, 2.667512], [0.220850, -3.343899, -1.347089], [-0.556500, -2.146942, -0.779401], [0.026789, -3.265748, -2.419920], [1.291220, -3.246549, -1.175910], [-0.156493, -4.256265, -0.896241], [-0.348387, -1.172342, -1.247950], [-0.535482, -1.918068, 0.294342], [-1.625665, -2.211752, -0.968537]],
  "forces_ev_per_a": [[-0.52, 0.33, 1.21], [0.95, 0.00, -0.77], [-0.30, -0.36, 0.12], [-0.02, -0.27, 0.21], [0.16, 0.39, -0.42], [-0.40, -0.22, -0.50], [0.13, 0.11, 0.15], [-0.52, 1.38, 0.22], [-0.67, 1.17, 0.35], [0.21, -0.71, 0.03], [0.01, -0.10, 0.03], [0.09, -0.23, -0.28], [0.57, -0.40, -0.10], [0.55, -0.55, -0.07], [-0.23, -0.55, -0.18]]
}

{
  "formula": "C3H10S2",
  "method": "wB97M-V/def2-TZVPD",
  "smiles": "CSC.CS",
  "homo_energy_ev": -8.56,
  "homo_lumo_gap_ev": 9.42,
  "symbols": ["C", "S", "C", "H", "H", "H", "H", "H", "H", "C", "S", "H", "H", "H", "H"],
  "xyz": [[1.361100, 0.900648, -1.044536], [0.274839, 1.817864, 0.020935], [-1.312576, 1.433034, -0.702960], [1.263073, -0.179615, -0.946451], [1.257274, 1.163607, -2.099709], [2.389390, 1.112261, -0.761925], [-2.032062, 1.092535, 0.041507], [-1.237180, 0.635018, -1.437294], [-1.754046, 2.258288, -1.268658], [-0.425829, -1.867777, 1.074544], [1.285153, -1.951431, 1.701373], [-0.420218, -1.578012, 0.027420], [-0.966257, -1.142767, 1.670648], [-0.899629, -2.829111, 1.255263], [1.216967, -0.864544, 2.469841]],
  "forces_ev_per_a": [[0.56, -0.46, -0.59], [0.03, 0.24, 0.42], [-0.79, -0.18, -0.64], [-0.25, -0.05, 0.11], [-0.11, 0.12, 0.11], [0.02, 0.23, 0.13], [0.10, 0.14, 0.11], [0.28, -0.25, 0.07], [0.16, 0.17, 0.31], [0.22, -0.01, 0.43], [-0.04, -0.10, -0.06], [-0.19, -0.11, 0.01], [-0.07, 0.20, -0.11], [0.02, -0.06, -0.33], [0.06, 0.13, 0.02]]
}

{
  "formula": "C3H11BClNO7P2",
  "method": "wB97M-V/def2-TZVPD",
  "homo_energy_ev": -9.82,
  "homo_lumo_gap_ev": 10.16,
  "symbols": ["C", "C", "C", "N", "O", "P", "O", "O", "B", "O", "O", "O", "P", "O", "Cl", "H", "H", "H", "H", "H", "H", "H", "H", "H", "H", "H"],
  "xyz": [[4.120043, -0.603115, 0.460087], [3.123557, -0.627558, -0.698583], [1.757690, -1.198329, -0.303869], [0.847949, -0.100419, 0.043963], [-0.497803, -0.638641, -0.053458], [-1.602157, 0.437954, -0.461011], [-1.849948, 0.641626, -1.877351], [-2.823436, -0.074279, 0.418146], [-3.590791, -1.216141, 0.223575], [-4.220689, -1.684587, 1.340783], [-3.719180, -1.786939, -1.017806], [-1.152785, 1.739183, 0.349639], [-2.080654, 3.096002, 0.463078], [-1.310054, 3.959297, -0.669011], [-1.174774, 3.872794, 2.165290], [3.651097, -0.254241, 1.383366], [4.963061, 0.054676, 0.246024], [4.524278, -1.598434, 0.653223], [2.971840, 0.380646, -1.086897], [3.528123, -1.226877, -1.516141], [1.878165, -1.891280, 0.537294], [1.297458, -1.732227, -1.131769], [0.919207, 0.120168, 1.033707], [-5.106314, -2.008761, 1.170969], [-3.189291, -2.559551, -1.217799], [-1.264591, 4.899031, -0.455449]],
  "forces_ev_per_a": [[0.03, 0.02, -0.02], [0.01, -0.06, 0.09], [0.13, 0.11, 0.10], [-0.05, 0.02, -0.34], [-0.01, -0.01, 0.47], [-0.01, -0.10, -0.01], [-0.02, 0.11, -0.04], [0.20, -0.16, -0.10], [-0.01, -0.14, 0.05], [-0.11, 0.61, 0.07], [0.03, 0.17, -0.03], [-0.15, 0.01, -0.02], [0.09, -0.01, -0.07], [0.00, 0.01, 0.12], [0.00, 0.01, 0.06], [0.03, 0.06, -0.02], [-0.01, -0.02, 0.01], [-0.06, -0.01, 0.04], [-0.04, -0.04, -0.04], [0.03, 0.04, 0.01], [-0.10, -0.15, -0.12], [-0.01, 0.07, -0.03], [0.06, -0.01, -0.01], [0.03, -0.47, -0.08], [-0.08, -0.10, 0.00], [0.01, 0.04, -0.09]]
}